This record from the OMol25 dataset describes C29H78CuN3O9 as an isolated structure at a distorted geometry. The level of theory is ωB97M-V with the def2-TZVPD basis set.

```
120
Properties=species:S:1:pos:R:3:mulliken_charge:R:1
H 4.78 -1.95 2.88 0.400
C 3.00 -4.04 -0.65 -0.899
H -4.18 -4.70 1.71 0.410
H -2.85 3.14 -4.32 0.296
C 1.36 5.84 2.03 -0.906
H 3.43 -5.12 1.20 0.338
N -1.47 -1.07 3.94 0.021
H -3.11 2.99 5.90 0.209
H -2.67 0.71 -5.76 0.385
O 3.77 2.85 -2.13 -0.331
H -3.44 -1.36 -0.12 0.285
H -1.28 -2.18 6.39 0.431
H -2.90 0.16 -4.18 0.224
H 1.41 4.00 -3.01 0.234
C 4.63 -1.07 -3.16 -0.526
C -0.82 4.18 -0.95 -1.872
O -2.92 1.10 5.15 -0.309
H -4.35 -0.24 5.58 0.597
H 1.22 5.76 3.12 0.328
H -4.10 1.56 6.73 0.330
O 4.16 0.62 2.94 -0.649
H -0.09 3.36 2.35 0.264
C -2.03 -1.38 6.38 -1.436
H 1.96 5.70 -2.56 0.363
H 4.64 -0.59 -2.21 -0.205
H 4.99 5.09 -2.09 0.394
H 4.34 -1.18 -0.01 -0.059
C 4.48 -0.44 -5.60 -1.463
C 3.75 -0.30 1.91 1.469
H 4.02 -1.41 -5.87 0.317
H -3.53 -3.38 2.66 0.069
C 0.19 -1.15 0.31 0.333
H 3.16 -3.00 -0.38 -0.135
H -6.34 1.13 -4.83 0.393
H -6.04 -3.42 -2.20 0.304
C -6.06 -3.97 -1.27 -0.799
C -3.85 -3.65 -0.66 -1.030
Cu -1.89 -1.20 2.01 -1.047
C -5.59 1.42 -4.11 -1.260
H -5.56 0.60 -3.37 0.203
H 5.05 0.93 -3.99 0.062
H -1.16 -0.09 4.08 0.381
H -0.91 4.75 1.69 0.338
H 4.06 1.53 2.61 0.337
C -3.72 2.04 5.80 -0.821
C 2.58 -4.95 0.51 0.335
H 2.10 -3.99 -1.28 0.284
H 0.07 4.69 -1.34 0.110
H 2.96 1.09 -3.17 0.194
H 1.47 -6.80 0.78 0.366
N -3.33 -1.78 0.78 -0.238
H -2.01 -3.29 0.32 -0.083
O -1.08 -0.60 0.51 0.215
H -7.09 -3.96 -1.00 0.277
H -5.96 2.35 -3.67 0.350
H 1.24 -5.99 -0.81 0.312
C -4.24 1.76 -4.71 0.614
H -3.54 -3.08 -1.60 0.429
H 2.11 -0.52 -0.67 0.115
H -5.76 -5.02 -1.44 0.324
H 3.91 0.27 -6.18 0.383
H 4.89 4.40 -0.50 0.409
C -3.46 0.55 -5.04 -1.223
C -3.08 -3.20 0.56 1.123
C 1.94 -6.23 -0.05 -1.363
C 4.28 4.95 -1.23 -1.653
O 2.97 0.48 -3.91 -0.541
H 3.23 -2.39 1.99 0.144
H -3.97 -0.05 3.78 0.184
H 2.86 4.79 -3.85 0.369
H 4.67 2.81 -1.94 0.150
H 0.58 -0.14 -1.49 0.498
H 5.58 -1.48 -3.44 0.469
H 2.36 6.24 1.79 0.215
O 1.18 4.64 1.26 -0.099
H -0.69 -1.63 4.28 0.310
H 1.49 -4.84 2.11 0.228
H -3.63 -4.74 -0.80 0.490
H 0.59 -1.41 1.32 -0.053
H -4.14 -0.24 -5.45 0.319
H -3.16 -2.16 4.67 0.273
H 5.54 -0.49 -5.91 0.365
H 3.30 -1.71 3.61 0.408
C -0.11 4.05 1.48 -0.917
H -2.42 2.70 0.16 0.256
O 1.54 -4.31 1.29 -0.367
H 0.39 2.68 -0.16 -1.201
H -1.49 -0.50 6.65 0.376
H 3.95 5.95 -0.89 0.365
H -1.37 1.45 0.26 0.011
C 1.08 -0.21 -0.50 -0.619
C 4.35 0.03 -4.13 0.723
H 3.77 -1.79 -3.22 0.204
H -4.42 2.37 -5.60 0.241
C -3.57 -0.09 4.82 -0.774
H -1.58 4.94 -0.76 0.409
H -4.16 -1.75 1.35 0.313
O -5.20 -3.39 -0.34 -0.284
H 2.55 3.77 -0.84 -0.353
C 2.33 4.68 -2.88 -1.349
H 1.06 0.74 0.03 -0.157
H -1.16 3.64 -1.80 0.631
O -3.56 2.64 -3.83 -0.541
C -2.61 -1.25 4.89 0.445
N -1.53 2.37 0.61 -0.408
C -3.31 -4.08 1.83 -1.187
H 5.71 -0.47 0.84 0.272
H -4.57 2.29 5.21 0.374
H -0.01 -2.11 -0.12 0.236
C -0.48 3.26 0.21 2.345
C 3.75 -1.67 2.61 -1.410
H -2.73 -1.71 7.19 0.358
C 4.57 -0.34 0.69 -0.479
H 0.60 6.60 1.76 0.356
C 3.16 4.09 -1.72 1.439
H 2.68 -0.10 1.65 -0.456
H 3.80 -4.44 -1.23 0.498
H 4.40 0.57 0.09 -0.013
H 2.74 -6.81 -0.52 0.403
H -2.46 -4.66 2.18 0.282
```

Properties
HOMO-LUMO gap (spin up / spin down), eV: 8.87 / 6.67
LUMO level (spin up / spin down), eV: -2.284 / -4.479
Expectation value of S²: 0.754
Spin multiplicity: 2
Net charge: +1
Calculated total energy, hartree: -3633.24029
Max |F|, eV/A: 3.296